[1]
Computed, not measured: a 2-piece molecular cluster, CH8N3O2P overall in a non-equilibrium geometry, with ωB97M-V/def2-TZVPD.

The geometry in XYZ format:
```
15
Properties=species:S:1:pos:R:3:forces:R:3
C 0.561 1.367 1.755 -2.7 2.2 -1.6
N -1.739 -0.034 -1.020 -0.2 -1.3 0.8
N 0.028 -1.936 -1.729 0.4 1.8 1.0
N 1.889 0.785 0.042 -0.4 1.2 -0.6
O -1.203 -1.972 0.661 -1.2 -2.0 1.9
O 1.063 1.831 0.499 1.6 -2.7 -0.6
P -0.566 -1.137 -0.321 0.9 2.5 -3.8
H 0.186 2.305 2.110 -0.1 0.3 1.2
H 1.190 0.831 2.339 2.8 -0.8 1.7
H -0.283 0.693 1.727 -0.6 -0.2 -1.0
H -1.578 0.940 -0.883 0.5 0.7 0.0
H -2.647 -0.243 -0.585 0.4 0.0 -0.2
H -0.239 -2.886 -1.744 0.1 -1.3 -0.2
H 0.988 -1.704 -2.013 -0.8 -0.5 0.3
H 2.349 1.160 -0.838 -0.9 -0.1 1.0
```
Forces are in eV/Å.

Values from the calculation:
**Max |F|**: 4.64 eV/Å
**Multiplicity**: 1
**HOMO level (alpha / beta)**: -9.49 / -8.18 eV

***

[2]
Computed, not measured: C31H47AlBrO2P2 as an isolated structure in a non-equilibrium geometry, with ωB97M-V/def2-TZVPD.

The geometry in XYZ format:
```
84
Properties=species:S:1:pos:R:3:forces:R:3
Al -0.612 -0.553 0.733 -2.0 1.5 3.6
C -2.289 0.017 1.916 0.6 0.3 1.7
C -1.672 -1.257 2.326 0.3 0.6 0.2
C -0.608 0.483 3.450 0.3 -1.4 0.0
C -1.614 1.070 2.646 -0.8 -1.3 -2.1
C -0.642 -0.926 3.299 -0.6 0.5 -0.9
C -3.615 0.126 1.281 -0.2 0.3 -0.6
H -3.876 -0.804 0.760 -0.2 0.1 0.2
H -3.645 0.942 0.524 -0.3 -0.4 0.4
H -4.388 0.345 2.037 0.2 -0.1 -0.3
C -1.955 2.501 2.553 0.2 0.8 -0.4
H -2.401 2.740 1.571 0.2 0.0 0.3
H -1.049 3.110 2.707 -0.4 0.0 -0.1
H -2.693 2.832 3.299 0.2 -0.3 -0.1
C 0.193 1.220 4.446 0.5 0.2 0.1
H -0.390 1.439 5.350 0.0 -0.1 -0.2
H 0.524 2.175 4.031 0.0 0.0 0.2
H 1.074 0.643 4.733 -0.1 0.1 0.1
C 0.001 -1.931 4.170 0.6 -0.5 0.3
H -0.625 -2.083 5.065 0.2 0.0 -0.2
H 0.999 -1.626 4.512 -0.2 -0.1 0.0
H 0.105 -2.900 3.661 0.0 0.2 0.2
C -2.315 -2.592 2.127 -0.3 -0.4 0.2
H -3.138 -2.702 2.848 0.1 -0.1 -0.2
H -1.608 -3.411 2.301 -0.1 0.1 -0.1
H -2.727 -2.703 1.115 0.0 -0.1 0.3
C -0.921 0.673 -0.926 -1.5 -0.7 -2.2
C -1.778 -0.420 -1.192 0.7 2.8 -1.7
C -1.427 -1.572 -2.070 -0.3 -1.0 0.2
C -0.139 -2.355 -1.694 -0.4 -0.3 -0.4
C 0.373 -2.147 -0.292 3.3 0.2 -0.1
C 1.270 -1.109 0.100 0.5 -1.5 -1.9
C 1.602 0.121 -0.738 -0.4 0.8 0.4
C 0.451 0.796 -1.560 0.6 -0.1 0.3
H -1.338 -1.271 -3.127 -0.2 0.3 0.4
H 0.652 -2.186 -2.446 -0.1 0.3 0.7
H -2.270 -2.281 -2.020 0.3 0.3 -0.1
H 0.474 0.411 -2.599 -0.3 0.1 0.5
H -1.391 1.633 -0.640 -0.2 -0.5 0.5
H -2.854 -0.252 -1.081 0.2 0.1 0.7
H 0.690 1.873 -1.589 -0.2 -0.5 -0.2
H 2.063 0.878 -0.074 -0.3 -0.4 -0.1
H 2.029 -1.313 0.872 -0.8 0.0 0.3
H 2.393 -0.116 -1.465 -0.1 -0.5 0.5
H -0.387 -3.427 -1.783 0.2 0.5 0.1
H 0.341 -3.053 0.325 0.0 0.6 0.2
P 3.872 -1.428 -2.504 1.3 -0.6 -1.1
P 5.426 -1.571 0.146 1.7 -0.3 -0.3
C 5.651 -2.003 -2.659 -0.3 0.1 0.2
C 6.420 -1.464 -1.460 -0.5 0.2 0.1
H 6.067 -1.621 -3.608 -0.2 -0.3 0.3
H 5.681 -3.104 -2.681 -0.1 0.3 0.0
H 7.370 -2.007 -1.310 -0.3 0.4 -0.1
H 6.615 -0.384 -1.584 0.2 -0.4 -0.1
C 6.891 -0.945 1.071 -0.2 0.2 0.5
H 6.725 -1.008 2.149 0.1 0.0 0.0
H 7.018 0.111 0.817 0.1 -0.1 0.1
H 7.795 -1.500 0.786 -0.2 0.2 0.2
C 5.724 -3.374 0.427 -0.4 0.0 0.1
H 6.728 -3.660 0.083 -0.3 0.0 0.2
H 4.969 -3.961 -0.108 0.2 0.0 0.1
H 5.614 -3.587 1.498 0.1 -0.1 -0.2
C 4.186 0.234 -3.275 -0.4 -0.1 0.0
H 3.241 0.792 -3.327 0.3 0.1 -0.1
H 4.593 0.118 -4.291 -0.1 0.1 0.4
H 4.891 0.809 -2.650 -0.3 -0.2 -0.2
C 3.236 -2.441 -3.902 -0.2 0.3 -0.1
H 3.518 -3.486 -3.697 -0.1 0.3 -0.2
H 3.675 -2.106 -4.855 -0.3 -0.3 0.2
H 2.140 -2.377 -3.935 0.3 -0.1 -0.3
Br -5.640 3.196 1.946 0.0 -0.1 0.4
C -6.322 3.941 0.358 -0.5 0.4 -1.1
C -7.589 4.540 0.383 0.4 0.1 0.0
C -8.063 5.174 -0.770 0.3 -0.2 -0.1
C -7.314 5.086 -1.956 -0.2 0.0 0.1
C -6.103 4.381 -1.998 -0.5 0.2 0.2
C -5.564 3.856 -0.823 -0.4 -0.1 0.3
C -4.240 3.102 -0.837 -0.2 0.0 0.1
O -4.403 1.841 -0.800 0.8 0.7 -0.6
O -3.189 3.783 -0.851 -0.3 -1.0 0.1
H -8.175 4.528 1.305 0.2 0.1 -0.3
H -9.009 5.731 -0.734 0.5 -0.4 -0.1
H -7.701 5.566 -2.860 0.2 -0.2 0.3
H -5.599 4.200 -2.955 -0.1 0.3 0.5
```
Forces are in eV/Å.

Values from the calculation:
**Max |F|**: 4.35 eV/Å
**Multiplicity**: 1
**HOMO level**: -9.47 eV
**Charge**: +1

***

[3]
Computed, not measured: C5H14N2O as an isolated structure in a non-equilibrium geometry, with ωB97M-V/def2-TZVPD.

The geometry in XYZ format:
```
22
Properties=species:S:1:pos:R:3:forces:R:3
C 2.521 0.279 0.768 0.4 1.1 1.5
C 1.808 -1.170 -1.256 -1.7 -0.3 0.3
O 1.702 0.808 1.515 0.7 -0.7 -0.9
H -0.078 1.116 1.368 -0.8 0.2 -0.6
H 3.075 -0.613 1.089 -0.3 -0.2 -0.2
H 2.982 0.831 -0.063 -0.4 -0.1 -0.3
H 1.497 -2.122 -1.690 -0.1 -0.1 -0.3
H 1.525 -0.370 -1.940 0.1 0.0 -0.2
H 2.893 -1.248 -1.224 0.1 0.2 0.6
C -2.468 -0.162 -0.621 0.1 0.0 -0.1
C -0.451 -1.199 0.523 -1.8 0.1 0.8
C -1.272 -0.098 0.274 0.5 -0.7 0.1
N -1.567 2.276 0.384 0.1 -0.1 0.3
N -0.962 1.083 0.828 0.5 0.2 0.4
H -1.919 2.777 1.194 0.0 0.0 -0.1
H -0.864 2.860 -0.059 0.0 -0.1 0.0
H -2.557 -1.152 -1.062 0.0 0.0 0.0
H -3.372 0.048 -0.047 0.0 0.0 0.0
H 0.039 -1.228 1.491 0.4 0.2 -0.2
H -2.408 0.593 -1.404 0.0 0.0 0.0
H -0.869 -2.165 0.272 -0.1 -0.1 -0.3
H 0.744 -1.143 -0.340 2.4 0.3 -1.0
```
Forces are in eV/Å.

Values from the calculation:
**Max |F|**: 2.61 eV/Å
**Multiplicity**: 1
**HOMO level**: -7.10 eV

***

[4]
Computed, not measured: a 2-piece molecular cluster, C5H10N overall in a non-equilibrium geometry, with ωB97M-V/def2-TZVPD.

The geometry in XYZ format:
```
16
Properties=species:S:1:pos:R:3:forces:R:3
C -1.866 1.360 0.065 -2.9 -0.3 4.7
C -0.225 -0.442 0.491 0.0 -0.5 0.9
C 0.316 -1.653 1.061 -1.2 -1.0 1.0
C 1.525 0.442 -0.338 1.1 -2.8 -2.1
C 1.139 0.127 -1.594 -0.5 -1.4 -1.3
N -1.198 0.184 0.451 0.0 0.4 -0.2
H -2.968 1.043 0.034 1.5 1.0 -0.8
H -1.799 2.009 1.046 -0.2 -0.8 -2.1
H 1.095 -2.042 0.433 -0.1 -0.8 -0.2
H 0.677 -1.582 2.104 0.0 0.6 -0.6
H -0.658 -2.217 1.170 1.4 -0.3 -0.4
H 2.189 -0.250 0.210 -0.2 0.9 -0.4
H 1.344 1.383 -0.004 -0.3 2.6 1.3
H -1.390 1.795 -0.742 0.5 1.0 -1.9
H 0.466 0.697 -2.272 0.7 0.2 0.9
H 1.353 -0.855 -2.114 0.1 1.0 1.1
```
Forces are in eV/Å.

Values from the calculation:
**Max |F|**: 5.52 eV/Å
**Multiplicity**: 1
**HOMO level**: -14.73 eV
**Charge**: +1

***

[5]
Computed, not measured: a 2-piece molecular cluster, C2H8NO overall in a non-equilibrium geometry, with ωB97M-V/def2-TZVPD.

The geometry in XYZ format:
```
12
Properties=species:S:1:pos:R:3:forces:R:3
N -0.608 1.759 -0.214 0.3 -1.3 -0.2
H -0.219 1.326 -1.057 0.2 0.1 0.0
H -0.054 2.571 0.040 -0.5 0.6 -0.1
H -0.491 1.043 0.526 -0.1 -0.3 0.1
H -1.611 1.836 -0.390 0.1 0.8 0.3
C 0.600 -1.234 -0.848 0.6 -0.6 0.0
C 0.575 -1.297 0.481 0.3 1.1 -0.5
O -0.417 -0.671 1.212 -0.5 -0.7 0.0
H 1.584 -1.366 -1.285 -0.2 -0.6 -0.1
H -0.223 -1.243 -1.554 -0.3 0.7 0.3
H 1.456 -1.622 1.028 -0.1 0.2 0.2
H -0.590 -1.104 2.062 0.1 0.1 -0.1
```
Forces are in eV/Å.

Values from the calculation:
**Max |F|**: 1.39 eV/Å
**Multiplicity**: 1
**HOMO level**: -13.70 eV
**Charge**: +1

***

[6]
Computed, not measured: an isolated ion of composition C6H8NO and charge +1 in a non-equilibrium geometry, with ωB97M-V/def2-TZVPD.

The geometry in XYZ format:
```
16
Properties=species:S:1:pos:R:3:forces:R:3
C -1.836 -0.950 -0.732 -2.1 0.8 -2.1
C 1.337 0.188 0.112 0.8 2.1 -1.4
C 0.396 0.654 -0.672 0.3 1.3 -1.3
C 1.394 -1.095 0.796 -1.6 -2.8 -0.7
C -0.127 -1.656 1.024 1.8 -2.8 -1.2
C -1.326 2.030 -1.607 -1.6 -1.2 -0.6
N -1.104 -1.208 0.106 2.6 0.0 1.9
O -0.123 1.248 -1.650 2.3 -1.7 1.8
H 2.246 0.916 0.135 -1.7 -1.1 0.1
H 1.965 -1.901 0.259 -0.6 1.0 -0.4
H 1.963 -1.113 1.700 -0.2 0.6 1.0
H -0.151 -2.822 0.811 0.4 2.3 1.2
H -0.377 -1.373 2.009 -0.7 -0.1 1.1
H -2.094 1.258 -1.892 0.4 1.3 0.0
H -1.179 2.889 -2.216 0.1 0.1 -1.2
H -1.506 2.425 -0.660 -0.2 0.1 1.9
```
Forces are in eV/Å.

Values from the calculation:
**Max |F|**: 3.56 eV/Å
**Multiplicity**: 1
**HOMO level**: -15.30 eV
**Charge**: +1